Model P:
10
Properties=species:S:1:pos:R:3 method="wB97M-V/def2-TZVPD" e_lumo_ev=0.42 homo_lumo_gap_ha=0.3704 smiles="Cn1o[nH]c1=O" spin_multiplicity=1 charge=0
C -1.389 -0.244 0.051
N -0.211 0.354 -0.542
O 0.249 1.472 0.103
N 1.642 0.777 0.095
C 1.010 -0.315 -0.420
O 1.362 -1.449 -0.615
H -1.222 -0.438 1.115
H -2.233 0.434 -0.082
H -1.596 -1.185 -0.463
H 2.387 0.594 0.757

---

Model Q:
10
Properties=species:S:1:pos:R:3 method="wB97M-V/def2-TZVPD" e_lumo_ev=0.48 homo_lumo_gap_ha=0.3656 spin_multiplicity=1 charge=0
H 0.713 2.267 -0.008
N 0.133 1.491 -0.347
C 0.366 0.211 -0.047
N 1.517 -0.536 0.383
O -0.514 -0.567 -0.787
C -1.647 -0.281 -0.262
O -1.913 0.237 0.807
H 1.164 -1.632 0.705
H 2.470 -0.205 0.294
H -2.288 -0.986 -0.738

---

Model R:
10
Properties=species:S:1:pos:R:3 method="wB97M-V/def2-TZVPD" e_lumo_ev=-0.39 homo_lumo_gap_ha=0.3714 spin_multiplicity=1 charge=0
C 1.768 0.458 -0.245
C -1.913 0.219 0.301
H 1.371 1.701 -0.719
H 1.126 -1.248 0.843
H -0.680 -1.047 -0.774
H -1.814 0.877 1.332
N 0.596 -0.020 0.546
N -0.619 -0.288 -0.113
O 3.020 -0.210 -0.137
O -2.891 -0.065 -0.369

---

Model S:
10
Properties=species:S:1:pos:R:3 method="wB97M-V/def2-TZVPD" e_lumo_ev=0.55 homo_lumo_gap_ha=0.3592 spin_multiplicity=1 charge=0
C -0.461 -0.927 0.708
C 1.204 0.859 -0.190
N 1.244 -0.528 -0.036
N -1.347 -0.535 -0.198
O -0.441 -1.458 1.770
O 0.978 0.130 -1.267
H 0.255 1.273 0.227
H 1.913 1.629 -0.094
H -0.951 -0.015 -1.042
H -2.395 -0.428 0.122

---

Quick one: most stable of them? model Q